ORCA calculation (ωB97M-V/def2-TZVPD) on C19H38N4ORuSeSi as an isolated structure at a distorted geometry.

Each line ends with the Löwdin spin population.
Geometry (Å):
Ru1 0.36089 0.41672 -0.20847  1.203
C1 1.80606 2.90625 1.71406  -0.001
C2 2.21150 3.24775 0.30217  -0.001
N1 1.53182 2.41432 -0.71759  0.000
C3 0.73180 3.21459 -1.65168  0.002
C4 -0.08801 2.30546 -2.51274  0.001
N2 -1.03280 1.54810 -1.69167  0.010
C5 -2.20878 2.33531 -1.25061  -0.001
C6 -2.36170 2.42295 0.25286  0.001
C7 -2.66699 1.07234 0.87887  0.002
N3 -1.43990 0.37041 1.27900  0.025
C8 -0.98315 0.75933 2.61142  0.001
C9 0.37226 0.17026 2.87293  0.000
N4 1.34709 0.46977 1.81299  0.005
C10 2.31035 1.53159 2.12016  -0.001
H1 0.71618 2.93086 1.79144  0.000
H2 2.20680 3.66907 2.38378  0.000
H3 3.29180 3.13354 0.20126  0.000
H4 1.97777 4.29645 0.11472  0.000
H5 2.23380 1.91683 -1.25471  0.000
H6 1.36015 3.83785 -2.29200  0.000
H7 0.08842 3.87532 -1.06622  0.000
H8 0.57313 1.59222 -3.00467  0.000
H9 -0.59513 2.89113 -3.28472  0.000
H10 -1.35011 0.75446 -2.24341  0.004
H11 -3.11347 1.89210 -1.67044  0.000
H12 -2.13195 3.34522 -1.65652  0.000
H13 -3.16809 3.12322 0.47699  0.000
H14 -1.44495 2.83218 0.68955  0.000
H15 -3.20314 0.44467 0.16566  0.000
H16 -3.31407 1.20691 1.74965  0.001
H17 -1.60009 -0.63407 1.27454  0.002
H18 -1.67125 0.40673 3.38582  0.000
H19 -0.95566 1.84832 2.66094  0.000
H20 0.27719 -0.91229 2.93928  0.000
H21 0.72980 0.53919 3.83604  0.000
H22 1.83812 -0.39513 1.59165  0.001
H23 3.23195 1.30993 1.57834  0.000
H24 2.54882 1.51888 3.18530  0.000
Se1 1.51600 -1.00633 -2.18926  -0.248
C11 -0.25904 -1.50615 -2.70871  -0.010
C12 -0.88037 -2.61337 -2.13259  -0.008
C13 -2.13371 -3.01628 -2.57381  0.002
C14 -2.77120 -2.33394 -3.60303  -0.012
C15 -2.14609 -1.24645 -4.19891  0.002
C16 -0.89675 -0.82953 -3.75362  -0.012
H25 -0.37711 -3.14816 -1.33735  0.000
H26 -2.60183 -3.88558 -2.12886  0.000
H27 -3.74259 -2.65846 -3.95310  -0.001
H28 -2.62044 -0.73346 -5.02694  0.000
H29 -0.39209 -0.01031 -4.24970  0.000
C17 2.52634 -2.61619 2.53108  0.000
Si1 1.26145 -2.94499 1.16952  0.006
C18 1.93474 -4.33769 0.11328  0.001
C19 -0.35794 -3.54101 1.93537  0.001
O1 0.96491 -1.58694 0.33621  0.025
H30 2.97653 -3.55912 2.85574  0.000
H31 2.09116 -2.14666 3.41977  0.000
H32 3.34093 -1.98023 2.16703  0.000
H33 1.70265 -5.30561 0.56660  0.000
H34 3.02249 -4.26511 0.02117  0.000
H35 1.51943 -4.32562 -0.89794  0.000
H36 -0.27367 -4.57812 2.27352  0.000
H37 -1.16625 -3.49436 1.19795  0.000
H38 -0.65405 -2.93906 2.80258  0.000

Atomic forces in eV per Å
1.053 -0.868 0.909
-0.009 -0.025 0.104
-0.080 0.169 -0.014
-0.316 -0.992 0.055
-0.060 0.178 0.009
0.009 0.146 -0.468
0.506 -0.946 0.454
0.009 0.149 0.071
0.009 0.016 0.015
-0.113 -0.005 0.127
0.454 -0.063 -0.538
-0.058 0.153 0.072
0.044 -0.055 0.225
-0.056 0.029 -1.001
-0.029 0.120 0.060
0.016 0.120 0.085
-0.013 -0.014 -0.004
0.008 0.014 -0.059
0.028 0.001 -0.152
0.032 0.044 -0.118
0.095 0.087 0.097
0.024 0.027 0.022
-0.010 -0.054 -0.055
-0.114 -0.027 0.000
-0.069 -0.020 -0.100
0.034 -0.026 -0.085
0.051 -0.026 -0.109
0.004 0.007 -0.026
-0.054 0.043 0.040
-0.025 -0.031 0.019
-0.023 -0.097 0.036
0.009 -0.044 -0.002
-0.099 0.077 0.004
-0.040 0.018 -0.004
0.034 0.005 -0.005
0.126 -0.097 0.034
-0.018 -0.025 0.135
0.020 -0.048 0.048
-0.015 -0.122 0.034
-0.155 1.407 -0.202
0.159 -0.030 -0.203
-0.102 0.077 0.100
0.016 -0.015 -0.010
0.016 0.017 0.023
-0.029 0.056 0.022
-0.093 -0.209 -0.039
-0.033 0.031 -0.066
-0.013 0.025 0.007
0.023 -0.014 0.003
0.003 -0.005 0.029
0.035 -0.018 -0.035
-0.082 0.000 0.066
-0.249 -0.297 -0.053
0.059 0.131 -0.094
0.109 0.029 0.095
-1.038 1.042 0.481
-0.018 0.069 -0.004
0.079 -0.019 -0.037
0.019 -0.075 0.020
0.034 0.045 -0.012
-0.069 -0.004 -0.050
0.030 -0.035 0.060
-0.059 0.076 0.016
0.032 -0.036 0.023
-0.039 -0.068 -0.052

As for the frontier orbital gap (spin up / spin down): 6.303 / 7.008 eV. For the LUMO energy (spin up / spin down), the calculation gives -3.62 / -3.10 eV. Its total charge is +1. For the energy above the lowest of the compared OMol25 structures with the same formula, charge and spin, the calculation gives 75.6 kcal/mol. The HOMO energy (spin up / spin down) is -9.93 / -10.11 eV. Its multiplicity is 2.